C34H53HgN2O2P2 | ωB97M-V with the def2-TZVPD basis set

```
94
Properties=species:S:1:pos:R:3:forces:R:3:mulliken_charge:R:1
C 2.019290 -1.990597 -1.014634 0.2 0.2 -0.2 -0.30
C 2.036872 0.225952 -1.789341 -1.6 -1.6 -1.6 -0.62
C 2.948719 -2.337759 -2.004757 -0.3 -0.1 -0.1 -0.74
C 2.543298 -0.222711 -3.041231 1.0 0.9 1.6 -1.08
C 3.169421 -1.450654 -3.059201 -0.3 -0.3 0.0 -0.99
H 3.412219 -3.320212 -1.989163 0.0 0.2 0.0 0.54
H 2.715065 0.558661 -3.767881 0.1 -0.2 -0.4 0.56
H 3.835116 -1.691408 -3.878299 -0.1 -0.2 0.0 0.44
N 1.531410 -0.736070 -0.936554 1.9 0.1 0.3 0.69
P -0.034767 -2.766727 0.776845 0.1 -0.4 -0.2 -0.85
P 1.119943 2.176520 -0.070602 -1.1 0.2 0.0 1.08
C 1.615965 -3.081282 0.018962 0.1 0.2 -0.3 -1.19
H 1.639580 -4.082129 -0.456267 -0.1 0.6 0.1 0.59
H 2.369407 -3.132428 0.828657 -0.3 0.3 -0.3 0.67
C 1.897390 1.651393 -1.602167 -4.9 -1.2 -1.3 -0.55
H 1.392177 2.136889 -2.465392 1.1 -0.3 -0.1 0.52
C -0.347667 3.602260 -0.181848 0.8 -0.3 -0.7 2.14
C 2.792506 2.929627 0.180468 -0.3 0.4 0.7 1.40
C -1.241655 -3.459832 -0.481051 -0.3 -0.4 0.3 2.27
C -0.043392 -3.591477 2.458920 -0.3 -0.7 -0.2 2.00
C -1.688337 3.144318 0.429397 0.1 -0.3 0.0 -1.62
H -1.579732 2.805650 1.467855 0.0 0.0 -0.2 0.16
H -2.392880 4.000671 0.431437 0.4 -0.3 0.0 0.55
H -2.156652 2.335772 -0.141510 0.1 0.2 0.2 0.16
C 0.082298 4.845201 0.590208 0.0 0.2 -0.1 -1.99
H 0.239068 4.629703 1.649220 0.0 0.0 -0.1 0.25
H 0.976577 5.310335 0.176680 -0.1 0.0 0.1 0.27
H -0.721077 5.591966 0.535668 0.1 -0.1 0.0 0.60
C -0.603491 3.943254 -1.655961 -0.1 0.2 0.0 -1.76
H -1.363622 4.748588 -1.697877 0.2 -0.4 -0.1 0.51
H 0.296778 4.328362 -2.155069 -0.2 -0.1 0.1 0.30
H -0.990456 3.072746 -2.215128 0.2 0.4 0.2 0.22
C 2.905331 3.489059 1.586646 0.8 0.3 0.3 -1.44
H 2.564848 2.744263 2.327933 0.3 0.6 -0.3 0.10
H 3.972527 3.694000 1.747565 -0.2 0.2 0.4 0.53
H 2.339530 4.418398 1.707933 0.2 -0.3 0.0 0.35
C 3.809367 1.776360 0.008480 0.2 0.1 -0.2 -1.72
H 3.540845 0.907088 0.621711 0.3 0.2 -0.1 0.02
H 3.878144 1.447207 -1.040627 0.3 0.2 0.6 0.52
H 4.803021 2.139704 0.269893 0.0 0.0 0.3 0.68
C 2.972608 3.976793 -0.932721 0.6 0.4 -0.2 -1.47
H 2.316335 3.828946 -1.799087 0.2 0.2 0.4 0.19
H 2.830142 5.001580 -0.586639 0.2 -0.1 0.1 0.36
H 3.982812 3.869401 -1.334117 0.1 0.3 0.1 0.40
C -1.442510 -3.431123 3.090726 0.0 0.0 0.1 -1.84
H -1.389392 -3.769803 4.137137 0.0 0.1 -0.3 0.53
H -1.765562 -2.379597 3.096409 0.0 -0.3 0.0 0.24
H -2.205748 -4.043076 2.588310 0.3 0.2 0.2 0.28
C 0.981284 -2.899271 3.369326 -0.1 0.2 -0.2 -1.46
H 1.996692 -2.958325 2.969101 -0.1 0.1 0.1 0.33
H 0.725576 -1.851304 3.537310 0.1 0.0 -0.1 -0.05
H 0.972672 -3.396113 4.346386 0.0 0.0 -0.2 0.64
C 0.332233 -5.082685 2.367730 0.0 -0.2 0.3 -1.65
H 0.499935 -5.448955 3.393463 0.0 0.0 -0.3 0.52
H -0.462404 -5.701578 1.931341 0.4 0.3 0.2 0.32
H 1.262048 -5.237625 1.800694 -0.2 0.0 0.2 0.28
C -0.915763 -2.968619 -1.898157 0.1 0.2 -0.1 -1.92
H -1.654834 -3.402549 -2.589147 0.2 0.0 0.2 0.69
H -0.983401 -1.886427 -1.992313 0.2 -0.1 0.1 0.02
H 0.079583 -3.283127 -2.229545 -0.2 0.0 0.0 0.26
C -2.673478 -3.025692 -0.103866 -0.1 -0.1 0.0 -1.45
H -2.785342 -1.932700 -0.093196 0.1 -0.4 0.0 0.09
H -3.364032 -3.440053 -0.856932 0.2 0.2 0.2 0.53
H -2.983138 -3.421248 0.873555 0.1 0.2 -0.4 0.25
C -1.163330 -4.990730 -0.522906 -0.3 -0.2 -0.1 -1.66
H -0.141348 -5.346872 -0.700575 -0.2 0.0 0.1 0.28
H -1.565043 -5.458792 0.382241 0.1 0.1 -0.3 0.31
H -1.780105 -5.331528 -1.367091 0.1 0.0 0.2 0.53
Hg -0.018252 -0.375077 1.150198 0.1 0.8 0.3 3.38
C 1.789580 0.732934 2.287957 1.5 -2.0 2.4 -0.39
O 2.502966 -0.017833 2.846540 -1.2 1.4 -1.2 -0.43
N -1.635531 0.152732 -0.638200 -1.8 -0.2 -5.1 -0.67
C -1.880707 0.231301 -1.806883 2.9 1.5 4.3 0.10
C -1.979491 0.681252 -3.172852 -0.7 0.2 -2.3 0.38
C -3.338036 0.658461 -3.577804 0.3 -0.8 0.6 -0.60
C -0.998544 1.047114 -4.188557 -0.4 -0.6 -0.2 0.52
C -3.763635 0.778419 -4.894557 0.6 0.3 0.5 -0.73
H -4.038055 0.394295 -2.771479 0.0 0.2 -0.6 0.44
C -1.406518 1.213109 -5.538096 -1.2 -0.1 0.4 -1.06
H 0.080581 1.166282 -4.045183 -0.5 -0.3 0.6 0.39
C -2.774175 1.060360 -5.871718 -1.2 -0.2 0.4 -0.23
H -4.859270 0.623476 -5.022474 1.1 0.4 -0.6 0.36
H -0.732137 1.438814 -6.396937 -0.3 -0.1 1.2 0.38
H -3.167533 1.153776 -6.893115 0.7 0.0 0.3 0.38
C -0.600585 1.371507 4.696335 0.1 0.1 0.1 -0.81
C -1.854580 0.860569 4.044623 -0.1 -0.7 -1.2 0.87
C -3.155719 1.267674 4.676292 -0.3 -0.1 0.1 -1.38
O -1.831904 0.148701 3.031161 -0.2 0.9 1.5 -0.44
H -0.836957 1.894821 5.624608 0.2 -0.1 -0.1 0.50
H -0.088198 2.067682 4.022548 0.0 -0.2 0.0 -0.01
H 0.074966 0.536996 4.913545 0.0 0.1 -0.1 0.19
H -3.568714 2.139507 4.143586 0.2 -0.3 0.1 0.29
H -3.877864 0.444253 4.610522 0.1 0.3 -0.1 0.31
H -3.001200 1.549271 5.722565 -0.2 0.0 -0.2 0.45
```
Forces are in eV/Å.

Net charge: +1
Highest occupied orbital energy (alpha / beta), eV: -9.77 / -8.03